(1)
{
  "formula": "C29H24Cl2N5O2PSTl",
  "method": "ωB97M-V/def2-TZVPD",
  "max_force_ev_per_a": 0.1,
  "e_homo_ev": -4.1,
  "energy_ha": -3376.33117,
  "molar_mass_g_mol": 812.87,
  "total_charge": -1,
  "lumo_ev": 2.29,
  "e_above_lowest_ev": 0.0000,
  "species": ["Tl", "Cl", "C", "C", "C", "N", "C", "O", "C", "C", "C", "C", "C", "N", "C", "C", "C", "Cl", "N", "C", "O", "C", "C", "C", "C", "C", "N", "H", "H", "H", "H", "H", "H", "H", "H", "H", "H", "C", "P", "C", "C", "C", "C", "C", "C", "C", "H", "H", "H", "H", "H", "H", "H", "H", "H", "H", "H", "S", "C", "C", "N", "C", "H", "H", "H"],
  "positions_angstrom": [[1.171, 0.431, 0.900], [-3.465, -4.331, -1.851], [-1.937, -3.619, -1.409], [-1.810, -2.241, -1.440], [-0.622, -1.604, -1.071], [-0.507, -0.220, -0.941], [-1.291, 0.585, -1.648], [-2.098, 0.309, -2.554], [-1.170, 2.065, -1.309], [-1.888, 2.980, -2.080], [-1.812, 4.324, -1.771], [-1.024, 4.723, -0.697], [-0.343, 3.745, 0.006], [-0.408, 2.453, -0.293], [0.499, -2.407, -0.716], [0.341, -3.796, -0.692], [-0.862, -4.397, -1.021], [-0.983, -6.135, -0.941], [1.683, -1.746, -0.380], [2.853, -2.376, -0.428], [3.116, -3.549, -0.738], [4.060, -1.503, -0.086], [5.336, -2.014, -0.319], [6.435, -1.224, -0.036], [6.234, 0.050, 0.482], [4.931, 0.468, 0.691], [3.875, -0.286, 0.412], [-2.647, -1.642, -1.763], [-2.486, 2.595, -2.893], [-2.361, 5.055, -2.352], [-0.940, 5.764, -0.411], [0.286, 4.006, 0.853], [1.182, -4.414, -0.424], [5.417, -3.015, -0.717], [7.438, -1.592, -0.215], [7.064, 0.703, 0.718], [4.718, 1.453, 1.095], [-2.357, -1.537, 4.600], [-1.399, -1.443, 3.023], [-2.066, -2.929, 2.188], [-2.328, -0.083, 2.223], [-3.116, -0.242, 1.087], [-3.751, 0.848, 0.506], [-3.618, 2.112, 1.060], [-2.829, 2.285, 2.189], [-2.179, 1.200, 2.755], [-3.425, -1.673, 4.417], [-2.210, -0.622, 5.175], [-1.985, -2.373, 5.195], [-3.158, -2.952, 2.168], [-1.702, -3.808, 2.722], [-1.683, -2.986, 1.169], [-3.217, -1.215, 0.624], [-4.324, 0.708, -0.403], [-4.101, 2.963, 0.596], [-2.699, 3.273, 2.615], [-1.531, 1.355, 3.612], [1.447, 1.419, -3.973], [1.709, 3.022, -3.425], [2.194, 2.993, -2.159], [2.366, 1.743, -1.620], [2.023, 0.827, -2.472], [1.485, 3.883, -4.032], [2.432, 3.863, -1.565], [2.038, -0.230, -2.235]]
}

(2)
{
  "formula": "C29H24ClN4O3PPbS2",
  "method": "ωB97M-V/def2-TZVPD",
  "max_force_ev_per_a": 1.0,
  "e_homo_ev": -7.8,
  "energy_ha": -3355.07915,
  "molar_mass_g_mol": 814.30,
  "total_charge": 0,
  "lumo_ev": -0.84,
  "species": ["Pb", "Cl", "C", "C", "C", "C", "O", "C", "C", "N", "C", "C", "C", "C", "C", "C", "C", "C", "N", "C", "C", "H", "H", "H", "H", "H", "H", "H", "H", "H", "H", "S", "C", "C", "C", "C", "N", "C", "C", "C", "S", "C", "N", "H", "H", "C", "P", "C", "C", "H", "H", "H", "H", "H", "H", "H", "H", "H", "C", "C", "O", "O", "H", "H", "H"],
  "positions_angstrom": [[0.915, -1.456, -0.159], [-5.122, -0.198, 5.226], [-3.576, 0.182, 4.536], [-2.451, 0.256, 5.345], [-1.241, 0.583, 4.774], [-1.090, 0.806, 3.396], [0.121, 1.140, 2.956], [-2.233, 0.687, 2.579], [-2.328, 0.861, 1.121], [-1.661, 0.282, 0.207], [-2.080, 0.483, -1.107], [-3.422, 0.644, -1.386], [-3.882, 0.917, -2.679], [-2.999, 1.061, -3.705], [-1.620, 0.864, -3.485], [-0.682, 1.019, -4.527], [0.641, 0.832, -4.276], [1.026, 0.387, -3.004], [0.189, 0.198, -2.011], [-1.137, 0.507, -2.191], [-3.468, 0.419, 3.184], [-2.538, 0.075, 6.407], [-0.361, 0.678, 5.397], [-3.171, 1.503, 0.828], [-4.142, 0.545, -0.584], [-4.942, 1.044, -2.851], [-3.340, 1.316, -4.700], [-1.028, 1.274, -5.521], [1.392, 0.970, -5.040], [2.062, 0.148, -2.800], [-4.358, 0.357, 2.569], [3.260, -1.422, -1.298], [3.111, -2.685, -2.509], [4.184, -2.807, -3.394], [4.272, -3.857, -4.295], [5.365, -3.919, -5.210], [6.244, -3.924, -5.951], [3.270, -4.845, -4.289], [2.160, -4.676, -3.477], [2.033, -3.584, -2.616], [0.498, -3.427, -1.775], [3.419, -6.026, -5.076], [3.565, -6.991, -5.684], [4.965, -2.060, -3.363], [1.365, -5.409, -3.504], [1.932, 4.336, 2.340], [0.988, 2.767, 2.725], [0.043, 3.451, 4.129], [2.523, 1.813, 2.996], [2.537, 4.599, 3.209], [1.260, 5.170, 2.126], [2.595, 4.207, 1.486], [0.294, 4.495, 4.291], [0.264, 2.882, 5.031], [-1.019, 3.347, 3.909], [3.074, 2.344, 3.774], [3.118, 1.844, 2.083], [2.346, 0.789, 3.299], [-1.012, 4.365, -0.116], [0.225, 3.583, 0.228], [1.223, 3.537, -0.428], [0.056, 2.850, 1.368], [-0.747, 5.172, -0.794], [-1.473, 4.758, 0.788], [-1.723, 3.702, -0.612]]
}

(3)
{
  "formula": "C29H24IN7O5ReSe",
  "method": "ωB97M-V/def2-TZVPD",
  "max_force_ev_per_a": 0.3,
  "e_homo_ev": [-12.3, -12.3],
  "energy_ha": -4655.91917,
  "molar_mass_g_mol": 942.63,
  "total_charge": 2,
  "multiplicity": 4,
  "lumo_ev": [-6.54, -7.52],
  "s2": 3.770,
  "e_above_lowest_ev": 0.3122,
  "species": ["Re", "C", "O", "C", "C", "C", "C", "C", "C", "C", "N", "C", "C", "N", "C", "C", "C", "C", "N", "C", "C", "N", "C", "C", "C", "C", "H", "H", "H", "H", "H", "H", "H", "H", "H", "H", "H", "H", "H", "H", "O", "Se", "O", "O", "O", "I", "C", "C", "N", "N", "C", "H", "H", "H", "C", "C", "C", "C", "N", "C", "C", "H", "H", "H", "H", "H", "H", "H"],
  "positions_angstrom": [[0.941, -2.597, 2.009], [-2.053, 8.741, -5.139], [-2.666, 8.266, -3.943], [-2.230, 7.111, -3.418], [-2.891, 6.687, -2.260], [-2.522, 5.517, -1.643], [-1.476, 4.746, -2.162], [-0.827, 5.168, -3.317], [-1.195, 6.343, -3.952], [-1.093, 3.517, -1.483], [-1.890, 2.739, -0.774], [-1.095, 1.735, -0.325], [0.210, 1.878, -0.766], [0.195, 3.037, -1.498], [1.245, 0.966, -0.422], [2.600, 1.034, -0.802], [3.486, 0.075, -0.380], [3.037, -0.967, 0.434], [1.765, -1.050, 0.807], [0.868, -0.116, 0.391], [-0.488, -0.293, 0.828], [-0.757, -1.394, 1.585], [-1.997, -1.600, 2.026], [-3.038, -0.721, 1.727], [-2.786, 0.389, 0.956], [-1.482, 0.623, 0.486], [-2.565, 9.665, -5.386], [-2.179, 8.025, -5.952], [-0.993, 8.944, -4.977], [-3.691, 7.301, -1.870], [-3.037, 5.187, -0.751], [-0.044, 4.563, -3.761], [-0.688, 6.642, -4.857], [0.965, 3.502, -1.949], [2.949, 1.844, -1.431], [4.528, 0.112, -0.663], [3.705, -1.741, 0.793], [-2.160, -2.493, 2.619], [-4.029, -0.931, 2.104], [-3.569, 1.092, 0.700], [2.577, -3.576, 2.472], [1.824, -4.863, 3.444], [2.193, -4.640, 4.973], [0.277, -4.125, 3.073], [1.984, -6.245, 2.679], [0.060, -0.843, 7.857], [0.943, -1.158, 6.034], [2.297, -1.201, 5.747], [2.428, -1.438, 4.442], [1.224, -1.559, 3.841], [0.318, -1.400, 4.821], [3.158, -1.083, 6.385], [3.275, -1.630, 3.931], [-0.737, -1.464, 4.611], [0.080, -6.898, -2.636], [0.298, -5.821, -1.624], [1.569, -5.495, -1.162], [1.732, -4.505, -0.222], [0.695, -3.802, 0.276], [-0.543, -4.103, -0.176], [-0.770, -5.083, -1.107], [0.920, -7.588, -2.669], [-0.030, -6.453, -3.627], [-0.832, -7.454, -2.423], [2.441, -6.030, -1.512], [2.709, -4.271, 0.175], [-1.363, -3.530, 0.233], [-1.784, -5.285, -1.423]]
}

(4)
{
  "formula": "C29H24MnN2O5P",
  "method": "ωB97M-V/def2-TZVPD",
  "max_force_ev_per_a": 0.7,
  "e_homo_ev": [-11.1, -11.2],
  "energy_ha": -3097.35657,
  "molar_mass_g_mol": 566.43,
  "total_charge": 1,
  "multiplicity": 4,
  "lumo_ev": [-5.74, -3.79],
  "s2": 4.154,
  "e_above_lowest_ev": 0.6956,
  "species": ["Mn", "C", "O", "C", "C", "C", "C", "C", "C", "N", "N", "C", "O", "C", "C", "C", "C", "C", "C", "C", "O", "H", "H", "H", "H", "H", "H", "H", "H", "H", "H", "H", "H", "O", "C", "O", "C", "P", "C", "C", "C", "C", "C", "C", "C", "C", "C", "C", "C", "C", "H", "H", "H", "H", "H", "H", "H", "H", "H", "H", "H", "H"],
  "positions_angstrom": [[0.073, -0.339, 0.541], [-4.471, -1.632, 0.523], [-3.808, -2.142, 1.680], [-2.824, -3.052, 1.419], [-3.026, -4.389, 1.688], [-2.015, -5.330, 1.481], [-0.793, -4.924, 1.002], [-0.554, -3.567, 0.723], [0.753, -3.183, 0.275], [1.115, -1.955, 0.093], [2.406, -1.704, -0.315], [2.578, -0.423, -0.413], [1.581, 0.429, -0.224], [3.883, 0.142, -0.795], [4.993, -0.693, -0.917], [6.217, -0.162, -1.282], [6.341, 1.200, -1.525], [5.237, 2.033, -1.403], [4.010, 1.507, -1.037], [-1.581, -2.620, 0.925], [-1.432, -1.329, 0.653], [-5.358, -1.116, 0.880], [-4.767, -2.446, -0.142], [-3.830, -0.930, -0.017], [-3.991, -4.692, 2.075], [-2.197, -6.371, 1.705], [0.003, -5.640, 0.843], [1.498, -3.954, 0.100], [4.886, -1.751, -0.723], [7.079, -0.809, -1.375], [7.300, 1.611, -1.808], [5.336, 3.094, -1.591], [3.142, 2.146, -0.943], [1.328, 1.599, 3.701], [0.681, 1.412, 2.721], [0.380, 0.181, 2.278], [0.075, 2.561, 1.893], [-1.038, 1.813, 0.686], [-2.738, 1.764, 1.186], [-3.060, 1.078, 2.361], [-4.377, 1.041, 2.781], [-5.363, 1.671, 2.032], [-5.043, 2.335, 0.855], [-3.728, 2.383, 0.422], [-0.788, 2.219, -1.030], [0.112, 3.165, -1.509], [0.483, 3.140, -2.844], [-0.024, 2.169, -3.695], [-0.932, 1.226, -3.225], [-1.311, 1.246, -1.897], [0.878, 3.107, 1.397], [-0.446, 3.242, 2.565], [-2.295, 0.561, 2.928], [-4.636, 0.508, 3.685], [-6.392, 1.640, 2.366], [-5.817, 2.821, 0.276], [-3.472, 2.903, -0.492], [0.523, 3.920, -0.849], [1.178, 3.879, -3.220], [0.286, 2.147, -4.731], [-1.336, 0.477, -3.891], [-2.027, 0.524, -1.516]]
}